No. 1
The following is a DFT calculation (ωB97M-V/def2-TZVPD) of the molecule HNO3S in a non-equilibrium geometry.

Atoms and positions in Å:
O (0.159382, -1.641294, 0.122124)
S (1.263467, -0.451843, 0.239656)
N (-0.201290, 1.080337, 0.149365)
H (-0.172955, -1.755006, -0.780204)
O (0.223463, 2.176503, 0.118302)
O (-1.272068, 0.591304, 0.150757)

Cartesian forces (eV/Å) of the 2 atoms listed first:
0.2 0.0 0.3
-1.8 1.1 -0.5

F_max = 0.0767 Eh/bohr
Frontier orbital gap = 0.34070 Ha
ΔE to the lowest compared entry with this formula, charge and spin = 20.98 kcal per mole
E = -679.11846 Ha

=====

No. 2
The following is a DFT calculation (ωB97M-V/def2-TZVPD) of the molecule HNO5 in a non-equilibrium geometry.

Atoms and positions in Å:
O (-0.562852, 1.067196, -0.646771)
O (0.415413, 0.789159, 0.387574)
N (-2.448765, -0.154081, -0.009239)
O (-1.827899, -0.948473, -0.573540)
O (-1.734813, 1.249673, -0.060324)
H (1.139921, 1.519114, 0.415750)
O (-3.507845, -0.165954, 0.462876)

Cartesian forces (eV/Å) of the 2 atoms listed first:
1.3 0.4 -0.2
1.2 0.6 0.4

F_max = 0.0504 Eh/bohr
Frontier orbital gap = 0.42120 Ha
ΔE to the lowest compared entry with this formula, charge and spin = 2.82 kcal per mole
SMILES = O=[N+]([O-])OOO
E = -431.22865 Ha

=====

No. 3
The following is a DFT calculation (ωB97M-V/def2-TZVPD) of a structure of composition HNO6P in a non-equilibrium geometry.

Atoms and positions in Å:
O (1.604162, -1.759580, 1.140756)
N (1.352897, -0.962200, 0.219304)
P (-0.033253, 0.816475, 0.349869)
O (-0.112881, 1.302937, -1.051909)
O (2.027056, -0.807266, -0.744288)
O (-2.065655, -0.419630, -0.649588)
O (-1.433465, 0.017614, 0.573336)
H (-1.634085, 0.201735, -1.385340)
O (0.295223, 1.609914, 1.547860)

Cartesian forces (eV/Å) of the 2 atoms listed first:
-0.5 0.7 -1.2
-1.6 1.6 2.8

F_max = 0.0701 Eh/bohr
Net charge = -1
Frontier orbital gap = 0.34365 Ha
ΔE to the lowest compared entry with this formula, charge and spin = 11.14 kcal per mole
E = -848.13649 Ha

=====

No. 4
The following is a DFT calculation (ωB97M-V/def2-TZVPD) of the ion HO with charge -1 in a non-equilibrium geometry.

Atoms and positions in Å:
O (-0.377049, -0.228868, -0.003623)
H (0.377049, 0.228868, 0.003623)

Cartesian forces, eV/Å:
-4.7 -2.9 0.0
4.7 2.9 0.0

F_max = 0.1075 Eh/bohr
Net charge = -1
Frontier orbital gap = 0.30588 Ha
ΔE to the lowest compared entry with this formula, charge and spin = 4.78 kcal per mole
SMILES = [OH-]
E = -75.79876 Ha

=====

No. 5
The following is a DFT calculation (ωB97M-V/def2-TZVPD) of the molecule HO2PS4 in a non-equilibrium geometry.

Atoms and positions in Å:
O (0.786407, 0.551258, -0.744890)
P (-1.579683, -0.108643, -0.669808)
H (1.935960, 0.919204, 1.620924)
S (-2.395862, 1.430493, 0.158935)
S (-0.481205, -1.374468, 0.758573)
S (1.377127, -0.554162, -0.000926)
O (2.182572, 0.046227, 1.290988)
S (-1.825315, -0.909908, -2.413797)

Cartesian forces (eV/Å) of the 2 atoms listed first:
0.4 0.7 -0.6
-0.3 0.0 0.0

F_max = 0.0265 Eh/bohr
Frontier orbital gap = 0.28448 Ha
ΔE to the lowest compared entry with this formula, charge and spin = 5.73 kcal per mole
E = -2085.18538 Ha

=====

No. 6
The following is a DFT calculation (ωB97M-V/def2-TZVPD) of a cluster of 2 separate species, HO3S3 in total in a non-equilibrium geometry.

Atoms and positions in Å:
S (0.865025, -1.100734, 0.378188)
S (-2.041769, 0.590733, 0.356887)
H (0.032069, 0.007652, -0.035397)
S (0.201998, -1.127000, 2.315239)
O (-3.166714, 1.497141, 0.712170)
O (-0.959087, 1.252731, -0.420419)
O (-2.404224, -0.675838, -0.218453)

Cartesian forces (eV/Å) of the 2 atoms listed first:
-0.9 0.6 1.4
-1.2 1.9 1.3

F_max = 0.0513 Eh/bohr
Net charge = -1
Frontier orbital gap (alpha / beta) = 0.20948 / 0.31265 Ha
ΔE to the lowest compared entry with this formula, charge and spin = 43.08 kcal per mole
E = -1420.89969 Ha

=====

No. 7
The following is a DFT calculation (ωB97M-V/def2-TZVPD) of a cluster of 2 separate species, HO5P in total in a non-equilibrium geometry.

Atoms and positions in Å:
O (-1.033614, 1.520928, 1.005000)
O (1.939448, -0.728171, -0.289380)
P (0.456489, -0.740827, -0.503742)
H (-1.137403, 0.580630, 0.970533)
O (-0.424242, -1.298690, 0.549349)
O (0.025949, -0.833606, -1.951119)
O (0.173372, 1.499736, 0.219359)

Cartesian forces (eV/Å) of the 2 atoms listed first:
-0.4 0.7 0.2
0.1 -0.1 0.2

F_max = 0.0446 Eh/bohr
Net charge = -2
Frontier orbital gap = 0.23639 Ha
ΔE to the lowest compared entry with this formula, charge and spin = 15.92 kcal per mole
E = -718.11949 Ha

=====

No. 8
The following is a DFT calculation (ωB97M-V/def2-TZVPD) of a structure of composition HO5S2 in a non-equilibrium geometry.

Atoms and positions in Å:
O (2.922228, 0.192182, 0.314316)
O (0.756567, -0.838826, 0.377269)
O (1.025396, 1.526577, 0.995999)
H (-0.078977, -0.661446, 0.030740)
S (-0.871584, 2.148798, 0.097394)
O (-1.463443, 0.928903, -0.474735)
S (1.607293, 0.502711, -0.019109)
O (1.345718, 0.757003, -1.398940)

Cartesian forces (eV/Å) of the 2 atoms listed first:
3.0 -0.7 1.0
2.8 0.2 0.6

F_max = 0.0629 Eh/bohr
Net charge = -1
Frontier orbital gap (alpha / beta) = 0.25224 / 0.25219 Ha
ΔE to the lowest compared entry with this formula, charge and spin = 30.30 kcal per mole
E = -1173.20300 Ha

=====

Question: Among the records above, which one has the highest ΔE to the lowest compared entry with this formula, charge and spin?
Answer: HO3S3